Formula: C61H72N3O6Rb
Source: the Open Molecules 2025 dataset
Level of theory: ωB97M-V/def2-TZVPD

Calculated values
**HOMO-LUMO gap**: 5.60 eV
**Energy relative to the best compared isomer or geometry (same formula, charge and spin)**: 30.72 kcal/mol
**Total charge**: -2
**F_max**: 3.6 eV Å⁻¹
**2S+1**: 1

Atoms and positions in Å:
1 Rb -0.25 0.10 -0.47
2 C -3.49 2.19 1.55
3 O -2.77 1.91 0.35
4 C -3.17 2.63 -0.73
5 C -2.65 3.91 -0.98
6 C -1.46 4.57 -0.27
7 C -1.11 4.34 1.17
8 C -1.42 5.28 2.13
9 C -1.04 5.15 3.47
10 C -0.38 3.97 3.81
11 C -0.09 2.97 2.89
12 C 0.39 1.61 3.35
13 C -0.82 0.77 3.74
14 C -1.66 1.24 4.74
15 C -2.87 0.64 5.06
16 C -3.24 -0.48 4.33
17 C -2.44 -1.00 3.31
18 C -3.03 -2.08 2.41
19 C -4.13 -1.46 1.57
20 C -5.41 -1.31 2.08
21 C -6.40 -0.57 1.44
22 C -6.03 0.04 0.23
23 C -4.77 -0.11 -0.32
24 C -4.43 0.56 -1.63
25 C -4.05 2.04 -1.65
26 C -4.51 2.80 -2.73
27 C -4.10 4.10 -2.94
28 C -3.15 4.62 -2.07
29 C -4.61 4.96 -4.10
30 C -3.44 5.35 -5.01
31 C -5.26 6.23 -3.54
32 C -5.65 4.23 -4.95
33 C -3.77 -0.92 0.30
34 O -2.63 -1.12 -0.23
35 C -7.79 -0.34 2.02
36 C -8.02 -1.11 3.32
37 C -8.86 -0.79 1.01
38 C -7.99 1.15 2.32
39 C -1.20 -0.40 3.07
40 O -0.35 -0.96 2.13
41 C 0.38 -2.05 2.64
42 C -3.77 1.29 6.10
43 C -4.15 2.70 5.60
44 C -3.03 1.42 7.44
45 C -5.06 0.50 6.33
46 C -0.36 3.16 1.50
47 O 0.01 2.34 0.61
48 C -1.35 6.27 4.47
49 C -2.85 6.57 4.48
50 C -0.59 7.55 4.06
51 C -0.93 5.90 5.89
52 H -3.41 3.25 1.81
53 H -3.03 1.59 2.33
54 H -4.54 1.90 1.44
55 H -1.59 5.65 -0.42
56 H -0.58 4.28 -0.86
57 H -1.95 6.17 1.81
58 H -0.08 3.81 4.84
59 H 1.04 1.72 4.23
60 H 0.96 1.14 2.56
61 H -1.37 2.15 5.24
62 H -4.20 -0.94 4.49
63 H -3.43 -2.88 3.04
64 H -2.26 -2.49 1.76
65 H -5.63 -1.78 3.04
66 H -6.74 0.66 -0.30
67 H -5.28 0.45 -2.31
68 H -3.59 0.01 -2.06
69 H -5.20 2.32 -3.41
70 H -2.76 5.62 -2.24
71 H -2.69 5.92 -4.47
72 H -3.80 5.97 -5.85
73 H -2.96 4.46 -5.42
74 H -4.55 6.81 -2.95
75 H -6.11 5.98 -2.89
76 H -5.63 6.87 -4.36
77 H -5.24 3.33 -5.41
78 H -6.00 4.89 -5.74
79 H -6.52 3.93 -4.35
80 H -7.90 -2.19 3.17
81 H -9.03 -0.93 3.69
82 H -7.31 -0.80 4.09
83 H -8.76 -1.86 0.80
84 H -8.77 -0.25 0.07
85 H -9.87 -0.62 1.41
86 H -7.25 1.49 3.04
87 H -8.99 1.34 2.72
88 H -7.87 1.75 1.42
89 H 1.04 -1.74 3.46
90 H 0.99 -2.44 1.82
91 H -0.29 -2.84 3.00
92 H -3.26 3.31 5.42
93 H -4.78 3.21 6.33
94 H -4.69 2.63 4.65
95 H -2.12 2.01 7.33
96 H -2.75 0.43 7.81
97 H -3.67 1.90 8.18
98 H -5.65 0.44 5.41
99 H -5.67 1.01 7.08
100 H -4.86 -0.51 6.68
101 H -3.21 6.87 3.50
102 H -3.07 7.39 5.18
103 H -3.42 5.69 4.79
104 H -0.88 7.87 3.06
105 H 0.49 7.36 4.06
106 H -0.80 8.36 4.76
107 H -1.46 5.01 6.24
108 H -1.17 6.73 6.57
109 H 0.14 5.71 5.96
110 C 4.36 -1.63 -2.82
111 C 3.26 -1.06 -2.16
112 N 2.08 -1.63 -2.05
113 C 1.92 -2.86 -2.58
114 C 2.95 -3.52 -3.28
115 C 4.19 -2.86 -3.39
116 C 2.73 -4.82 -3.83
117 C 1.55 -5.46 -3.66
118 C 0.48 -4.83 -2.93
119 C -0.75 -5.48 -2.71
120 C -1.72 -4.84 -1.99
121 C -1.46 -3.55 -1.50
122 N -0.32 -2.92 -1.70
123 C 0.65 -3.54 -2.40
124 H 5.31 -1.10 -2.78
125 H 3.39 -0.09 -1.67
126 H 5.01 -3.35 -3.91
127 H 3.55 -5.30 -4.36
128 H 1.39 -6.45 -4.07
129 H -0.91 -6.47 -3.11
130 H -2.68 -5.30 -1.80
131 H -2.20 -2.97 -0.94
132 N 3.47 -0.58 1.14
133 C 4.91 -0.64 1.43
134 C 5.68 -1.08 0.19
135 C 6.11 0.06 -0.78
136 O 6.60 1.07 -0.24
137 O 5.99 -0.19 -2.00
138 H 2.92 -0.55 1.99
139 H 3.21 -1.43 0.66
140 H 5.12 -1.33 2.26
141 H 5.26 0.35 1.71
142 H 5.11 -1.83 -0.36
143 H 6.61 -1.55 0.51

Here are the Löwdin charges for atoms 1 to 5, given in e: Rb 0.947; C -0.009; O -0.118; C -0.177; C -0.082